# 1
Here is a molecular structure, C3H2S2 at a distorted geometry from the OMol25 dataset. Energies are from the ωB97M-V functional and the def2-TZVPD basis.

Properties
HOMO level (alpha / beta)	-8.30 / -7.91	eV
Kohn-Sham gap (alpha / beta)	6.338 / 5.545	eV
LUMO (alpha / beta)	-1.97 / -2.36	eV
ΔE to the lowest compared entry with this formula, charge and spin	457.9	kJ/mol
multiplicity	1

```
7
Properties=species:S:1:pos:R:3:forces:R:3
C -0.29556 0.72676 0.12003 -0.349 -1.890 -2.148
C -0.25516 0.29487 -1.14891 0.428 -1.423 -0.557
C 0.18263 -0.52413 0.56434 2.602 -2.135 6.145
S 1.00808 -1.01121 2.83077 -1.560 0.912 -4.223
S 0.27179 -1.57156 -0.80969 -0.723 2.035 0.251
H -0.62683 1.55922 0.63752 -0.236 1.527 0.740
H -0.28496 0.52604 -2.19407 -0.162 0.974 -0.209
```
Positions in Å, forces in eV/Å.


# 2
Here is C5H6N2 in the gas phase at a distorted geometry from the OMol25 dataset. Energies are from the ωB97M-V functional and the def2-TZVPD basis.

Properties
HOMO level	-9.78	eV
Kohn-Sham gap	10.731	eV
LUMO	0.95	eV
ΔE to the lowest compared entry with this formula, charge and spin	332.9	kJ/mol
SMILES	N#C[C@H]1C[C@H]2CN21
multiplicity	1

```
13
Properties=species:S:1:pos:R:3:forces:R:3
N 1.90039 -1.47631 1.01394 0.746 1.035 0.090
C 1.61017 -0.36575 0.85844 -0.190 -1.802 0.299
C 0.68880 0.69541 0.50780 0.272 0.245 0.040
C 0.34061 0.69487 -0.99647 0.005 0.072 -0.168
C -1.04601 0.24283 -0.56627 0.016 -0.621 0.114
C -1.00409 -0.97662 0.32807 1.237 -1.577 0.143
N -0.73245 0.35876 0.91045 0.273 -0.444 -0.115
H 1.01077 1.63691 0.93312 -0.180 0.243 -0.065
H 0.90473 0.02259 -1.65114 -0.099 0.131 0.191
H 0.36401 1.70536 -1.40071 -0.080 -0.056 -0.030
H -1.95959 0.69346 -0.98080 0.335 -0.530 0.277
H -0.06738 -1.91852 0.39707 -3.183 3.240 -0.578
H -2.00995 -1.31300 0.64650 0.845 0.065 -0.197
```
Positions in Å, forces in eV/Å.


# 3
Here is C4H7FN2O in the gas phase at a distorted geometry from the OMol25 dataset. Energies are from the ωB97M-V functional and the def2-TZVPD basis.

Properties
HOMO level	-9.06	eV
Kohn-Sham gap	9.851	eV
LUMO	0.79	eV
ΔE to the lowest compared entry with this formula, charge and spin	127.8	kJ/mol
SMILES	NCC(=O)N/C=C\F
multiplicity	1

```
15
Properties=species:S:1:pos:R:3:forces:R:3
N -2.56720 -0.82548 0.50369 -0.753 -0.296 -0.979
C -2.18256 0.40864 -0.17281 -0.440 -0.791 -0.404
C -0.69462 0.55571 -0.09797 0.406 -0.859 -1.195
O -0.09784 1.58716 -0.23730 0.068 0.875 0.333
N -0.04190 -0.66350 -0.15484 0.821 1.942 0.693
C 1.21335 -0.73320 -0.71354 0.593 -1.431 -2.164
C 2.35038 -0.27686 -0.28500 1.009 0.109 1.978
F 2.42649 0.16588 0.99173 0.150 0.656 -0.155
H -2.40436 -0.82726 1.49355 -0.208 0.202 0.293
H -3.51592 -1.11512 0.26576 0.437 0.161 0.408
H -2.42805 0.32585 -1.26678 0.309 -0.122 0.878
H -2.67650 1.30553 0.14238 -0.185 0.620 0.514
H -0.52423 -1.50020 -0.13247 -1.616 -1.486 0.084
H 1.29808 -1.32559 -1.63270 -0.210 0.423 -0.004
H 3.33972 -0.35622 -0.72292 -0.380 -0.004 -0.282
```
Positions in Å, forces in eV/Å.


# 4
Here is a molecular structure, C22H31F6N7OS3Ti from the OMol25 dataset. Energies are from the ωB97M-V functional and the def2-TZVPD basis.

Properties
HOMO level	-14.04	eV
Kohn-Sham gap	6.755	eV
LUMO	-7.29	eV
ΔE to the lowest compared entry with this formula, charge and spin	35.4	kJ/mol
multiplicity	1
total charge	+2

```
71
Properties=species:S:1:pos:R:3:forces:R:3
Ti -0.11284 -0.54978 -0.09950 0.462 0.156 0.111
C 0.63758 2.11840 4.51420 -0.006 0.093 -0.115
S 1.34349 0.46333 4.40015 -0.091 -0.137 -0.061
C 1.22761 0.03962 2.72500 0.088 -0.063 0.199
S 0.75707 1.14637 1.46350 -0.104 0.447 -0.031
N 1.56824 -1.18768 2.45188 -0.018 0.115 -0.325
N 1.49919 -1.38561 1.08010 -0.332 -0.380 0.195
C 2.36233 -2.16238 0.55136 -0.061 -0.101 0.048
C 2.31590 -2.29269 -0.90212 -0.017 -0.102 0.127
C 3.15162 -3.12623 -1.61659 -0.089 0.078 -0.120
C 3.01516 -3.15764 -3.00203 0.020 -0.010 0.053
C 2.05650 -2.36085 -3.60211 -0.067 0.053 -0.019
C 1.24919 -1.55722 -2.80817 0.053 -0.010 0.000
N 1.38131 -1.51470 -1.48213 -0.225 0.015 0.131
H 1.42026 2.86806 4.43829 -0.010 0.018 -0.005
H -0.11375 2.27644 3.74549 -0.020 -0.042 0.009
H 0.16027 2.18271 5.48937 0.062 -0.033 0.035
H 3.09701 -2.67700 1.16268 0.068 0.093 -0.004
H 3.88242 -3.73802 -1.10666 0.004 0.003 0.018
H 3.64992 -3.79999 -3.59722 -0.002 0.001 -0.012
H 1.91755 -2.35416 -4.67384 0.018 -0.019 -0.004
H 0.47870 -0.92696 -3.23325 0.010 -0.006 -0.008
C -0.62864 5.33985 -1.34563 -0.038 0.046 -0.004
C -0.17621 4.28067 -0.35981 -0.020 -0.043 0.043
N 1.07204 3.63923 -0.79568 0.150 -0.020 0.035
C 1.24245 2.40324 -1.20849 -0.083 -0.008 -0.051
S -0.14740 1.37273 -1.51818 -0.210 -0.127 -0.180
N 2.44868 1.92744 -1.47856 -0.019 0.058 -0.103
C 3.70398 2.66919 -1.31820 0.006 -0.061 0.091
C 4.00554 3.59959 -2.48216 0.024 0.036 -0.035
H -1.51418 5.84355 -0.96050 -0.007 -0.008 -0.007
H -0.87605 4.90130 -2.31193 0.006 -0.019 0.000
H 0.14021 6.09874 -1.49541 0.009 -0.004 0.007
H -0.92053 3.49721 -0.23846 -0.009 0.017 -0.013
H 0.01663 4.70520 0.62616 0.000 0.025 -0.022
H 1.89293 4.22997 -0.77579 -0.012 0.004 0.017
H 2.47043 1.02984 -1.93610 0.027 0.010 0.063
H 4.49080 1.92524 -1.20323 -0.010 -0.001 -0.041
H 3.65771 3.19757 -0.36263 0.009 0.024 -0.018
H 4.06821 3.04330 -3.41685 0.007 -0.008 0.006
H 4.96245 4.09330 -2.31910 -0.002 0.004 0.006
H 3.24795 4.37445 -2.60779 -0.014 -0.007 0.011
C -2.39275 -2.58832 -2.89255 -0.077 -0.075 0.020
C -2.13974 -2.45489 -1.39706 0.083 0.239 -0.243
O -1.42082 -1.27542 -1.14872 0.219 0.067 0.319
C -3.49254 -2.40335 -0.64029 -0.034 -0.060 0.052
F -4.34608 -3.30124 -1.12034 0.008 -0.014 -0.030
F -4.03421 -1.19188 -0.77564 -0.019 0.048 -0.037
F -3.33989 -2.64542 0.66831 -0.024 -0.024 0.024
C -1.28900 -3.62959 -0.86730 -0.004 -0.134 -0.007
F -0.30641 -3.94387 -1.72322 -0.028 0.012 0.022
F -1.99751 -4.71584 -0.62602 0.020 0.012 -0.015
F -0.66167 -3.26798 0.29317 0.057 -0.042 -0.089
H -2.97610 -1.73156 -3.22492 -0.013 -0.002 0.004
H -2.94351 -3.49849 -3.12229 0.017 -0.014 0.017
H -1.44563 -2.60907 -3.42485 0.007 0.032 0.002
C -2.44549 -2.33276 4.70504 -0.001 -0.003 0.040
C -2.34556 -1.48317 3.48994 0.109 -0.012 -0.039
C -3.11467 -0.42635 3.04104 -0.010 -0.031 -0.017
C -2.54153 -0.00925 1.83995 0.047 0.158 -0.067
N -1.47513 -0.76546 1.56325 0.351 -0.355 -0.010
N -1.37298 -1.65686 2.58067 -0.169 0.092 -0.058
C -2.92719 1.13241 0.96451 -0.039 0.031 0.008
H -3.30774 -2.03664 5.29620 -0.004 -0.003 -0.004
H -1.55292 -2.22515 5.32298 -0.003 -0.019 0.006
H -2.55694 -3.38406 4.43933 0.000 -0.005 0.006
H -3.98757 -0.01938 3.52084 -0.017 0.011 -0.014
H -0.60697 -2.31047 2.61572 -0.019 0.014 0.042
H -3.97057 1.39723 1.12096 0.001 -0.007 0.015
H -2.79758 0.89656 -0.09187 -0.011 -0.007 0.025
H -2.31306 2.00464 1.20309 -0.008 0.001 0.004
```
Positions in Å, forces in eV/Å.